1.
DFT (ωB97M-V with the def2-TZVPD basis set) results for 8 unconnected molecules or ions with the total composition H16O8 in a non-equilibrium geometry.

Each atom is followed by the atoms it is bonded to, with distances in Å.
Geometry (Å):
1 O -0.365 0.351 0.520  H2 0.964, H3 0.964
2 H -1.257 0.474 0.176  O1 0.964
3 H 0.098 1.156 0.263  O1 0.964
4 O -1.870 -1.259 0.267  H5 0.964, H6 0.964
5 H -1.905 -0.885 -0.621  O4 0.964
6 H -2.792 -1.441 0.481  O4 0.964
7 O 2.965 -0.641 -0.564  H8 0.964, H9 0.964
8 H 2.103 -0.304 -0.295  O7 0.964
9 H 3.518 -0.519 0.216  O7 0.964
10 O 2.455 3.049 -0.379  H11 0.964, H12 0.964
11 H 3.078 3.368 -1.042  O10 0.964
12 H 2.790 3.408 0.450  O10 0.964
13 O -3.893 -0.302 0.131  H14 0.964, H15 0.964
14 H -4.118 0.390 -0.502  O13 0.964
15 H -4.406 -1.063 -0.162  O13 0.964
16 O -1.862 1.893 -1.310  H17 0.964, H18 0.964
17 H -2.035 2.193 -0.410  O16 0.964
18 H -2.483 2.395 -1.849  O16 0.964
19 O 1.672 -3.260 -1.201  H20 0.964, H21 0.964
20 H 2.290 -3.084 -0.482  O19 0.964
21 H 2.208 -3.173 -1.997  O19 0.964
22 O 0.962 -0.184 2.501  H23 0.964, H24 0.964
23 H 1.043 -0.745 3.281  O22 0.964
24 H 1.353 0.654 2.774  O22 0.964

Calculated values
LUMO: 0.236 eV
electronic energy: -611.412027 hartree
HOMO energy: -9.725 eV
energy relative to the best compared isomer or geometry (same formula, charge and spin): 107.0 kcal/mol
SMILES string: O.O.O.O.O.O.O.O
frontier orbital gap: 10.0 eV

Need the Mulliken charges? In units of e they are: -0.560 0.311 0.330 -0.672 0.330 0.279 -0.662 0.348 0.299 -0.595 0.309 0.303 -0.638 0.299 0.343 -0.628 0.321 0.273 -0.610 0.311 0.301 -0.514 0.255 0.269

2.
DFT (ωB97M-V with the def2-TZVPD basis set) results for 8 unconnected molecules or ions with the total composition H16O8.

Each atom is followed by the atoms it is bonded to, with distances in Å.
Geometry (Å):
1 O -4.243 -1.149 -0.898  H2 0.971, H3 0.962
2 H -3.649 -0.440 -0.600  O1 0.971
3 H -5.118 -0.866 -0.613  O1 0.962
4 O -0.094 0.236 -0.129  H5 0.965, H6 0.974
5 H -0.882 -0.185 0.236  O4 0.965
6 H 0.558 -0.481 -0.226  O4 0.974
7 O -2.986 1.214 0.267  H8 0.965, H9 0.966
8 H -2.447 1.456 1.031  O7 0.965
9 H -2.939 1.982 -0.316  O7 0.966
10 O -0.723 -3.163 1.562  H11 0.964, H12 0.964
11 H -1.214 -3.676 2.215  O10 0.964
12 H -0.618 -2.295 1.967  O10 0.964
13 O 1.632 2.407 1.151  H14 0.971, H15 0.964
14 H 1.720 2.486 0.187  O13 0.971
15 H 1.135 1.589 1.264  O13 0.964
16 O 3.811 0.450 0.427  H17 0.970, H18 0.969
17 H 3.187 -0.281 0.303  O16 0.970
18 H 3.324 1.125 0.924  O16 0.969
19 O 2.092 -1.741 -0.713  H20 0.965, H21 0.968
20 H 2.455 -1.882 -1.597  O19 0.965
21 H 1.885 -2.626 -0.382  O19 0.968
22 O 1.201 2.166 -1.742  H23 0.963, H24 0.975
23 H 1.264 2.303 -2.693  O22 0.963
24 H 0.649 1.371 -1.625  O22 0.975

Calculated values
LUMO: -0.018 eV
electronic energy: -611.516091 hartree
HOMO energy: -10.501 eV
energy relative to the best compared isomer or geometry (same formula, charge and spin): 41.7 kcal/mol
SMILES string: O.O.O.O.O.O.O.O
frontier orbital gap: 10.5 eV

Need the Mulliken charges? In units of e they are: -0.648 0.361 0.312 -0.624 0.314 0.324 -0.666 0.310 0.320 -0.612 0.307 0.306 -0.677 0.390 0.300 -0.661 0.330 0.375 -0.655 0.287 0.309 -0.617 0.293 0.322

3.
DFT (ωB97M-V with the def2-TZVPD basis set) results for 8 unconnected molecules or ions with the total composition H16O8 in a non-equilibrium geometry.

Each atom is followed by the atoms it is bonded to, with distances in Å.
Geometry (Å):
1 O -0.772 0.131 -0.085  H2 0.962, H3 0.931
2 H -1.409 -0.579 0.040  O1 0.962
3 H -0.113 -0.476 -0.336  O1 0.931
4 O 4.781 -0.419 -0.199  H5 0.949, H6 0.885
5 H 3.988 -0.888 -0.429  O4 0.949
6 H 5.385 -0.890 -0.643  O4 0.885
7 O -2.826 -1.682 -0.948  H8 0.928, H9 0.994
8 H -2.385 -1.895 -1.736  O7 0.928
9 H -2.345 -2.316 -0.353  O7 0.994
10 O -3.871 0.982 -0.004  H11 0.976, H12 0.937
11 H -4.553 1.659 -0.176  O10 0.976
12 H -3.147 1.537 0.209  O10 0.937
13 O 0.212 3.705 -0.766  H14 0.916, H15 0.940
14 H -0.024 4.582 -0.649  O13 0.916
15 H 1.135 3.586 -0.638  O13 0.940
16 O 1.316 -2.343 -1.252  H17 0.957, H18 0.972
17 H 0.493 -2.146 -1.701  O16 0.957
18 H 1.511 -1.520 -0.775  O16 0.972
19 O 2.071 1.096 1.279  H20 1.040, H21 0.931
20 H 1.163 1.361 0.847  O19 1.040
21 H 2.592 1.002 0.513  O19 0.931
22 O -1.025 -1.485 2.262  H23 0.889, H24 0.974
23 H -1.209 -1.838 1.467  O22 0.889
24 H -0.170 -1.063 2.061  O22 0.974

Calculated values
LUMO: -0.280 eV
electronic energy: -611.430027 hartree
HOMO energy: -11.176 eV
energy relative to the best compared isomer or geometry (same formula, charge and spin): 95.7 kcal/mol
SMILES string: O.O.O.O.O.O.O.O
frontier orbital gap: 10.9 eV

Need the Mulliken charges? In units of e they are: -0.286 0.126 0.113 -0.571 0.276 0.278 -0.634 0.308 0.332 -0.587 0.292 0.288 -0.587 0.290 0.309 -0.630 0.335 0.337 -0.617 0.324 0.278 -0.582 0.249 0.361

4.
DFT (ωB97M-V with the def2-TZVPD basis set) results for 8 unconnected molecules or ions with the total composition H16O8 in a non-equilibrium geometry.

Each atom is followed by the atoms it is bonded to, with distances in Å.
Geometry (Å):
1 O 0.332 1.028 0.542  H2 0.944, H3 0.936
2 H 0.322 0.124 0.812  O1 0.944
3 H 0.658 1.522 1.267  O1 0.936
4 O -0.214 -1.773 2.880  H5 0.942, H6 0.929
5 H 0.711 -1.804 3.058  O4 0.942
6 H -0.700 -2.563 2.827  O4 0.929
7 O 0.717 3.567 -1.809  H8 1.009, H9 0.955
8 H -0.046 3.937 -1.262  O7 1.009
9 H 0.981 2.676 -1.589  O7 0.955
10 O -0.547 -1.662 -0.068  H11 0.992, H12 0.967
11 H -1.209 -1.074 0.379  O10 0.992
12 H 0.037 -1.913 0.661  O10 0.967
13 O 1.198 -1.406 -2.347  H14 0.971, H15 0.955
14 H 0.991 -2.334 -2.545  O13 0.971
15 H 0.837 -1.437 -1.463  O13 0.955
16 O 2.436 -1.538 0.307  H17 0.962, H18 0.971
17 H 2.379 -2.241 0.961  O16 0.962
18 H 3.115 -0.885 0.543  O16 0.971
19 O -3.284 1.749 0.546  H20 0.957, H21 0.931
20 H -2.515 1.375 0.975  O19 0.957
21 H -3.906 1.801 1.237  O19 0.931
22 O -1.047 0.688 -2.005  H23 0.961, H24 0.977
23 H -0.714 1.056 -1.182  O22 0.961
24 H -0.531 1.111 -2.718  O22 0.977

Calculated values
LUMO: -0.381 eV
electronic energy: -611.467458 hartree
HOMO energy: -9.875 eV
energy relative to the best compared isomer or geometry (same formula, charge and spin): 72.3 kcal/mol
SMILES string: O.O.O.O.O.O.O.O
frontier orbital gap: 9.5 eV

Need the Mulliken charges? In units of e they are: -0.527 0.290 0.265 -0.636 0.310 0.318 -0.642 0.331 0.293 -0.647 0.290 0.276 -0.586 0.308 0.327 -0.566 0.293 0.295 -0.584 0.307 0.295 -0.586 0.247 0.329